Entry 1:
Entry from the OMol25 dataset: one molecule with the formula C20H29N5O3S in a non-equilibrium geometry (the ωB97M-V functional and the def2-TZVPD basis).

Geometry (Å):
C 1.864 1.412 -3.482
C 0.836 0.670 -3.121
C -0.552 1.202 -2.901
N -0.965 0.970 -1.538
C -0.528 1.666 -0.444
N -1.023 1.165 0.651
N -1.791 0.123 0.300
C -1.764 -0.002 -0.999
C -2.463 -1.069 -1.760
C -3.795 -1.411 -1.088
C -4.499 -2.540 -1.834
C -3.611 -3.779 -1.894
C -2.282 -3.446 -2.565
C -1.573 -2.320 -1.819
H -0.627 -2.084 -2.313
H -1.351 -2.634 -0.797
H -1.641 -4.330 -2.586
H -2.462 -3.141 -3.599
H -4.116 -4.574 -2.445
H -3.424 -4.138 -0.880
H -5.439 -2.778 -1.334
H -4.735 -2.214 -2.851
H -3.596 -1.706 -0.058
H -4.429 -0.523 -1.062
H -2.655 -0.723 -2.782
S 0.579 3.003 -0.562
C 1.517 2.707 0.988
C 2.031 1.309 0.962
C 1.607 0.325 1.781
C 0.631 0.552 2.862
O 0.421 1.619 3.394
O 0.040 -0.590 3.228
C -1.065 -0.505 4.129
C -2.324 -0.986 3.424
H -2.243 -2.044 3.187
H -3.186 -0.829 4.065
H -2.450 -0.431 2.497
H -0.823 -1.135 4.991
H -1.170 0.534 4.453
C 2.142 -1.074 1.586
N 2.574 -1.240 0.211
C 3.113 -0.263 -0.550
O 3.688 -0.458 -1.599
N 2.907 1.021 -0.066
H 3.155 1.764 -0.706
H 2.779 -2.180 -0.092
H 1.333 -1.789 1.770
C 3.289 -1.350 2.566
H 3.668 -2.361 2.433
H 4.102 -0.646 2.399
H 2.933 -1.239 3.587
H 0.856 2.869 1.836
H 2.322 3.441 0.975
H -1.264 0.701 -3.564
H -0.580 2.279 -3.095
H 0.964 -0.386 -2.926
H 2.843 0.982 -3.598
H 1.763 2.470 -3.664

Values from the calculation:
Highest occupied orbital energy: -8.38 eV
Energy relative to the best compared isomer or geometry (same formula, charge and spin): 76.0 kJ/mol
Maximum force: 1.1 eV/A
Lowest unoccupied orbital energy: 0.55 eV
HOMO-LUMO gap: 8.93 eV
Structure (SMILES): C=CCn1c(SCC2=C(C(=O)OCC)[C@H](C)NC(=O)N2)nnc1C1CCCCC1


Entry 2:
Entry from the OMol25 dataset: one molecule with the formula C20H27N5O3 (the ωB97M-V functional and the def2-TZVPD basis).

Geometry (Å):
C -0.460 3.323 -3.996
C 0.607 2.278 -4.069
C 1.780 2.522 -4.773
C 2.761 1.557 -4.881
C 2.580 0.320 -4.287
C 1.429 0.042 -3.567
C 0.450 1.034 -3.454
N -0.732 0.740 -2.731
C -1.157 1.429 -1.648
O -0.622 2.417 -1.196
C -2.438 0.862 -1.014
N -2.171 0.613 0.393
C -2.808 1.394 1.318
O -3.687 2.177 1.033
N -2.404 1.212 2.635
C -1.431 0.315 2.979
C -0.831 -0.478 2.033
C -1.172 -0.338 0.654
O -0.696 -0.964 -0.284
N 0.160 -1.401 2.496
C -0.106 -2.780 2.104
C 0.839 -3.707 2.863
C 2.286 -3.345 2.545
C 2.520 -1.874 2.871
C 1.514 -1.008 2.119
H 1.645 0.045 2.382
H 1.671 -1.114 1.035
H 3.532 -1.576 2.594
H 2.398 -1.714 3.944
H 2.969 -3.975 3.118
H 2.476 -3.516 1.483
H 0.632 -4.742 2.585
H 0.664 -3.599 3.935
H -1.146 -3.008 2.356
H 0.026 -2.924 1.022
N -1.011 0.252 4.273
H -1.655 0.471 5.013
H -0.387 -0.533 4.415
C -3.002 2.067 3.639
H -3.600 1.483 4.342
H -3.656 2.763 3.115
H -2.230 2.622 4.173
H -3.230 1.612 -1.064
H -2.755 -0.067 -1.492
H -1.057 -0.213 -2.816
C 1.234 -1.300 -2.927
H 0.846 -1.200 -1.914
H 0.523 -1.897 -3.501
H 2.175 -1.843 -2.892
H 3.345 -0.438 -4.376
H 3.666 1.764 -5.433
H 1.915 3.483 -5.248
H -0.283 4.103 -4.732
H -0.473 3.771 -3.003
H -1.442 2.883 -4.169

Values from the calculation:
Highest occupied orbital energy: -8.41 eV
Energy relative to the best compared isomer or geometry (same formula, charge and spin): 43.9 kJ/mol
Maximum force: 0.6 eV/A
Lowest unoccupied orbital energy: 0.54 eV
HOMO-LUMO gap: 8.95 eV
Structure (SMILES): Cc1cccc(C)c1NC(=O)Cn1c(=O)c(N2CCCCC2)c(N)n(C)c1=O


Entry 3:
Entry from the OMol25 dataset: a 5-piece molecular cluster, H10O5 overall in a non-equilibrium geometry (the ωB97M-V functional and the def2-TZVPD basis).

Geometry (Å):
O -0.410 -0.576 1.348
H -0.913 -0.270 2.075
H -0.805 -1.442 1.268
O 0.065 2.727 -1.311
H 0.593 2.072 -0.893
H -0.640 2.995 -0.659
O 0.895 -3.215 -1.057
H 0.068 -2.808 -0.707
H 0.880 -4.079 -0.645
O -1.895 1.495 0.288
H -1.716 2.139 0.953
H -1.298 0.736 0.399
O 1.660 0.439 -0.335
H 1.123 -0.229 0.070
H 2.393 0.017 -0.794

Values from the calculation:
Highest occupied orbital energy: -10.09 eV
Energy relative to the best compared isomer or geometry (same formula, charge and spin): 135.5 kJ/mol
Maximum force: 2.6 eV/A
Lowest unoccupied orbital energy: -0.20 eV
HOMO-LUMO gap: 9.90 eV
Structure (SMILES): O.O.O.O.O


Entry 4:
Entry from the OMol25 dataset: one molecule with the formula CH3Cl4NOP2S in a non-equilibrium geometry (the ωB97M-V functional and the def2-TZVPD basis).

Geometry (Å):
C 1.411 -1.290 1.618
N 0.090 -1.018 1.073
O -0.150 0.889 -0.783
P -0.476 0.328 0.714
P -0.636 0.722 -2.256
S 0.933 0.791 -3.351
Cl -2.399 0.344 0.551
Cl 0.009 2.025 1.620
Cl -1.712 -0.895 -2.232
Cl -2.022 2.123 -2.362
H 1.194 -1.998 2.537
H 2.051 -1.652 0.925
H 1.706 -0.367 1.945

Values from the calculation:
Highest occupied orbital energy: -9.61 eV
Energy relative to the best compared isomer or geometry (same formula, charge and spin): 3.8 kJ/mol
Maximum force: 5.6 eV/A
Lowest unoccupied orbital energy: 0.22 eV
HOMO-LUMO gap: 9.84 eV
Structure (SMILES): CN=P(Cl)(Cl)OP(=S)(Cl)Cl


Entry 5:
Entry from the OMol25 dataset: C46H40N6O4SSeSiTl as an isolated structure in a non-equilibrium geometry (the ωB97M-V functional and the def2-TZVPD basis).

Geometry (Å):
Tl -0.562 -0.072 -0.946
O 2.411 1.702 -5.103
C 1.872 0.895 -4.359
N 1.252 1.281 -3.205
C 1.581 2.349 -2.542
C 2.925 2.850 -2.503
C 3.220 3.960 -1.793
C 2.201 4.663 -1.069
C 0.913 4.245 -1.077
C 0.535 3.068 -1.803
N -0.680 2.599 -1.851
C -1.823 3.332 -1.722
O -1.898 4.528 -1.958
C -3.091 2.555 -1.439
C -4.208 3.267 -1.025
C -5.374 2.576 -0.739
C -5.400 1.205 -0.927
C -4.252 0.589 -1.403
N -3.115 1.237 -1.633
C 1.857 -0.563 -4.746
C 2.439 -0.901 -5.960
C 2.521 -2.237 -6.315
C 2.029 -3.184 -5.437
C 1.455 -2.750 -4.252
N 1.354 -1.470 -3.913
H 3.673 2.327 -3.086
H 4.235 4.338 -1.774
H 2.463 5.565 -0.530
H 0.146 4.811 -0.568
H -4.136 4.341 -0.930
H -6.246 3.102 -0.369
H -6.275 0.613 -0.696
H -4.244 -0.479 -1.590
H 2.821 -0.107 -6.587
H 2.985 -2.532 -7.247
H 2.103 -4.244 -5.640
H 1.083 -3.464 -3.533
C -2.906 2.639 3.381
Si -1.614 1.367 2.806
C -0.183 2.382 2.141
C -1.058 0.466 4.387
N -2.091 0.259 1.609
C -3.176 -0.543 1.735
C -4.155 -0.382 2.753
C -5.263 -1.206 2.889
C -5.467 -2.257 2.012
C -4.527 -2.474 1.005
C -3.423 -1.651 0.866
O -2.468 -1.871 -0.117
C -2.590 -3.004 -0.893
C -3.257 -2.925 -2.105
C -3.358 -4.054 -2.907
C -2.778 -5.248 -2.503
C -2.088 -5.308 -1.297
C -2.003 -4.189 -0.482
H -2.677 3.029 4.380
H -3.911 2.208 3.406
H -2.932 3.487 2.691
H 0.447 2.793 2.940
H -0.563 3.220 1.549
H 0.441 1.767 1.491
H -0.261 1.010 4.907
H -0.685 -0.533 4.134
H -1.891 0.340 5.089
H -4.006 0.431 3.457
H -5.972 -1.026 3.692
H -6.324 -2.914 2.107
H -4.651 -3.312 0.330
H -3.679 -1.977 -2.421
H -3.877 -3.992 -3.856
H -2.853 -6.129 -3.130
H -1.600 -6.227 -0.995
H -1.464 -4.212 0.456
O 1.718 -0.202 0.807
S 2.831 0.758 1.046
C 2.888 1.016 2.831
C 2.103 0.221 3.646
C 2.091 0.464 5.013
C 2.842 1.506 5.544
C 3.612 2.310 4.711
C 3.633 2.068 3.346
C 4.348 -0.206 0.927
C 4.419 -1.469 1.492
C 5.569 -2.218 1.312
C 6.626 -1.710 0.563
C 6.538 -0.451 -0.013
C 5.388 0.307 0.168
H 1.488 -0.555 3.198
H 1.476 -0.150 5.659
H 2.814 1.702 6.609
H 4.184 3.132 5.125
H 4.217 2.694 2.676
H 3.573 -1.868 2.039
H 5.638 -3.206 1.748
H 7.515 -2.310 0.412
H 7.354 -0.069 -0.614
H 5.289 1.289 -0.284
Se 1.204 -3.093 -0.082
C 1.327 -4.506 -1.199
N 1.403 -5.417 -1.921

Values from the calculation:
Highest occupied orbital energy (spin up / spin down): -3.79 / -3.79 eV
Total charge: -1
Energy relative to the best compared isomer or geometry (same formula, charge and spin): 285.1 kJ/mol
Maximum force: 1.8 eV/A
Lowest unoccupied orbital energy (spin up / spin down): -0.63 / -0.63 eV
HOMO-LUMO gap (spin up / spin down): 3.16 / 3.16 eV


Entry 6:
Entry from the OMol25 dataset: C3H8O2Tl as an isolated structure in a non-equilibrium geometry (the ωB97M-V functional and the def2-TZVPD basis).

Geometry (Å):
H -0.754 -2.983 -1.382
O -0.108 -1.828 -0.956
C -0.974 -0.702 -1.007
C -0.669 0.212 0.163
O 0.749 0.414 0.190
C 1.180 1.409 1.115
Tl 1.712 -1.247 -0.413
H -2.021 -1.030 -0.940
H -0.854 -0.162 -1.958
H -0.977 -0.239 1.119
H -1.174 1.180 0.039
H 2.274 1.439 1.082
H 0.772 2.385 0.819
H 0.844 1.151 2.129

Values from the calculation:
Highest occupied orbital energy (spin up / spin down): -20.29 / -20.68 eV
Total charge: +2
Maximum force: 8.6 eV/A
Multiplicity: 2
Lowest unoccupied orbital energy (spin up / spin down): -9.93 / -13.35 eV
HOMO-LUMO gap (spin up / spin down): 10.36 / 7.33 eV


Entry 7:
Entry from the OMol25 dataset: C39H44N15O3PbS as an isolated structure in a non-equilibrium geometry (the ωB97M-V functional and the def2-TZVPD basis).

Geometry (Å):
Pb 0.340 -0.630 -1.293
C -1.755 2.120 2.752
N -0.922 2.015 1.586
C 0.365 2.602 1.467
C 1.412 1.963 2.270
N 1.839 0.726 2.098
C 2.809 0.546 3.039
C 3.609 -0.558 3.290
C 4.599 -0.476 4.299
C 4.801 0.725 5.025
C 3.905 1.778 4.860
C 2.912 1.706 3.908
N 2.023 2.617 3.315
C -2.697 0.938 2.846
N -2.884 0.005 1.919
C -3.787 -0.898 2.524
C -4.277 -2.075 1.978
C -5.287 -2.740 2.647
C -5.841 -2.141 3.785
C -5.257 -1.037 4.433
C -4.231 -0.402 3.812
N -3.509 0.803 3.950
H -1.106 2.053 3.681
H -2.326 3.093 2.850
H -0.950 1.030 1.291
H 0.701 2.538 0.406
H 0.286 3.672 1.728
H 3.539 -1.412 2.601
H 5.221 -1.384 4.478
H 5.683 0.802 5.661
H 4.007 2.707 5.488
H 1.876 3.566 3.567
H -3.891 -2.428 0.992
H -5.630 -3.751 2.311
H -6.768 -2.499 4.255
H -5.656 -0.637 5.414
H -3.529 1.419 4.747
C -1.172 -3.984 1.509
C -0.117 -3.090 0.856
O -0.559 -2.263 0.011
C 1.291 -3.441 1.144
C 1.602 -4.433 2.045
C 2.835 -5.115 2.085
C 3.830 -4.720 1.191
C 3.643 -3.569 0.447
C 2.419 -2.841 0.447
O 2.248 -1.866 -0.377
H -1.944 -4.204 0.713
H -1.714 -3.560 2.381
H -0.827 -4.957 1.823
H 0.833 -4.733 2.778
H 2.950 -5.924 2.851
H 4.816 -5.267 1.189
H 4.432 -3.096 -0.149
N 2.324 0.051 -4.269
C 2.221 -1.269 -3.879
N 3.145 -2.201 -4.161
N 2.606 -3.364 -3.723
N 1.409 -3.153 -3.192
N 1.118 -1.820 -3.323
C 1.233 0.827 -4.343
N 1.122 1.875 -5.141
N -0.117 2.348 -4.923
N -0.690 1.674 -3.931
N 0.175 0.744 -3.517
H 3.060 0.226 -5.013
C -4.678 2.380 -0.666
N -4.333 1.365 -1.724
C -3.747 2.095 -2.934
C -3.397 0.303 -1.202
C -3.123 -0.815 -2.174
C -4.179 -1.294 -2.981
C -4.088 -2.504 -3.625
C -2.899 -3.274 -3.454
C -1.803 -2.822 -2.752
C -1.967 -1.561 -2.162
H -5.367 3.078 -1.172
H -3.781 2.868 -0.254
H -5.158 1.837 0.191
H -5.230 0.971 -2.036
H -3.038 2.853 -2.516
H -4.545 2.540 -3.562
H -3.136 1.385 -3.437
H -3.912 -0.119 -0.319
H -2.473 0.776 -0.943
H -5.101 -0.733 -3.152
H -4.906 -2.884 -4.252
H -2.891 -4.244 -3.969
H -0.885 -3.410 -2.606
O 2.880 2.307 -1.093
S 3.943 2.458 -2.148
C 5.381 3.341 -1.485
C 5.560 4.635 -2.290
C 4.210 5.029 -2.952
C 3.414 3.778 -3.344
H 6.174 2.617 -1.537
H 5.172 3.499 -0.398
H 6.271 4.402 -3.107
H 5.994 5.461 -1.733
H 4.302 5.681 -3.838
H 3.534 5.526 -2.211
H 3.663 3.331 -4.312
H 2.343 3.914 -3.361

Values from the calculation:
Highest occupied orbital energy: -3.67 eV
Total charge: -1
Energy relative to the best compared isomer or geometry (same formula, charge and spin): 20.3 kJ/mol
Maximum force: 3.5 eV/A
Lowest unoccupied orbital energy: 1.57 eV
HOMO-LUMO gap: 5.23 eV


Entry 8:
Entry from the OMol25 dataset: a 8-piece molecular cluster, C29H62F18N4O7P2S2 overall in a non-equilibrium geometry (the ωB97M-V functional and the def2-TZVPD basis).

Geometry (Å):
C -1.646 -0.725 -2.215
C -1.525 -0.193 -0.848
O -2.350 -0.345 0.017
N -0.229 0.600 -0.563
H -0.177 1.430 -1.136
H -0.133 0.968 0.373
C 1.046 -0.168 -0.646
H -2.627 -1.191 -2.306
H -0.818 -1.423 -2.339
H -1.569 -0.013 -3.037
H 1.190 -0.666 -1.605
H 0.967 -0.859 0.193
H 1.903 0.475 -0.444
C -7.909 2.211 1.518
C -7.467 2.659 2.907
C -7.107 4.161 2.956
N -6.344 4.693 4.152
C -7.341 4.842 5.339
C -5.796 6.098 3.849
C -4.665 6.275 4.876
C -4.260 4.887 5.341
C -5.064 3.866 4.601
H -8.140 1.149 1.433
H -7.071 2.447 0.863
H -8.820 2.765 1.291
H -6.574 2.081 3.145
H -8.159 2.524 3.739
H -7.975 4.806 2.821
H -6.449 4.410 2.123
H -7.897 3.948 5.619
H -7.974 5.685 5.061
H -6.784 5.139 6.227
H -6.622 6.809 3.888
H -5.492 6.257 2.814
H -4.897 6.838 5.780
H -3.847 6.752 4.337
H -4.347 4.854 6.427
H -3.204 4.660 5.190
H -5.333 3.038 5.257
H -4.563 3.524 3.695
C 8.367 5.761 1.927
C 9.351 5.703 3.068
C 10.161 6.951 3.081
N 11.472 6.961 4.006
C 11.228 6.378 5.441
C 12.625 6.247 3.291
C 13.971 6.706 3.788
C 13.656 8.099 4.373
C 12.162 8.332 4.060
H 8.924 5.567 1.010
H 7.965 6.769 1.830
H 7.494 5.119 2.043
H 9.979 4.814 3.126
H 8.772 5.558 3.980
H 9.511 7.787 3.341
H 10.546 7.248 2.105
H 10.243 6.602 5.851
H 11.947 6.842 6.116
H 11.410 5.308 5.340
H 12.498 5.165 3.306
H 12.624 6.497 2.230
H 14.364 6.098 4.603
H 14.683 6.773 2.965
H 13.768 8.194 5.453
H 14.195 8.959 3.976
H 11.566 9.006 4.676
H 12.134 8.661 3.021
C -2.355 -6.752 -8.324
C -2.525 -7.887 -7.392
C -3.883 -8.644 -7.788
N -4.047 -10.117 -7.178
C -5.397 -10.677 -7.574
C -3.929 -10.104 -5.605
C -3.392 -11.512 -5.186
C -2.463 -11.710 -6.345
C -2.915 -11.096 -7.627
H -2.117 -7.183 -9.297
H -1.407 -6.242 -8.151
H -3.131 -5.989 -8.377
H -2.537 -7.573 -6.348
H -1.638 -8.520 -7.437
H -3.756 -8.813 -8.857
H -4.794 -8.069 -7.618
H -5.557 -10.646 -8.652
H -6.175 -10.023 -7.180
H -5.402 -11.669 -7.123
H -4.935 -9.894 -5.242
H -3.296 -9.303 -5.224
H -4.189 -12.247 -5.074
H -2.862 -11.585 -4.236
H -2.418 -12.770 -6.595
H -1.441 -11.426 -6.094
H -3.440 -11.895 -8.151
H -2.131 -10.659 -8.245
C 2.435 -6.962 0.934
F 2.601 -5.824 1.556
F 3.680 -7.557 0.623
F 1.709 -7.858 1.573
S 1.544 -6.630 -0.768
O 2.424 -5.746 -1.546
O 1.354 -8.010 -1.265
O 0.318 -5.964 -0.431
C 1.965 -0.668 6.719
F 1.131 -0.188 7.648
F 3.063 -1.211 7.314
F 1.391 -1.550 5.956
S 2.753 0.750 5.712
O 3.353 1.716 6.628
O 3.769 0.075 4.856
O 1.637 1.297 4.920
P -0.406 6.865 -1.734
F 0.779 7.810 -2.437
F 0.028 5.619 -2.673
F 0.634 6.384 -0.583
F -1.486 5.804 -1.017
F -0.803 8.121 -0.719
F -1.563 7.271 -2.772
P -9.909 -3.970 -5.149
F -11.200 -4.009 -6.075
F -10.234 -2.444 -4.806
F -10.927 -4.426 -3.985
F -8.587 -3.891 -4.241
F -9.714 -5.548 -5.470
F -9.152 -3.624 -6.548

Values from the calculation:
Highest occupied orbital energy: -7.09 eV
Maximum force: 4.7 eV/A
Lowest unoccupied orbital energy: -1.21 eV
HOMO-LUMO gap: 5.89 eV